[1]
The following is a DFT calculation (ωB97M-V with the def2-TZVPD basis set) of a structure of composition C24H33NO4.

```
62
Properties=species:S:1:pos:R:3:forces:R:3
O -5.457819 1.485684 -1.143804 7.4 6.0 1.5
O 6.150143 1.710425 0.023640 -4.5 -1.4 0.1
O -1.127848 1.404904 1.001542 -2.1 -1.6 -3.8
O 2.732505 -1.247769 1.652188 0.2 -1.8 -4.0
N -0.630132 -2.113454 0.921207 2.3 -1.0 -3.3
C -1.240686 -3.225796 0.041312 4.3 11.8 -7.4
C -3.408633 1.488389 0.095374 -5.3 9.6 -7.7
C -4.547597 0.910973 -0.372419 -3.7 -6.0 2.2
C 2.499419 2.610990 -0.300624 -2.8 0.9 2.6
C -2.396441 0.913153 0.420308 9.3 -11.0 10.3
C -4.879065 -0.421492 0.115149 1.0 1.5 -2.4
C -1.293090 1.969620 2.186750 3.1 10.9 -5.7
C 2.089645 -1.064599 -1.735954 -4.8 6.4 6.3
C -3.835001 -1.198898 0.583790 3.5 -0.9 5.8
C -6.597273 1.169021 -1.506458 0.4 -16.1 2.6
C 3.822318 2.640244 -0.017684 4.4 -1.9 0.3
C 2.635609 0.262241 -0.977866 2.1 -2.1 -1.8
C -2.625290 -0.543546 1.154954 -1.2 1.7 -6.5
C 1.305677 -1.867723 -0.489198 9.0 -4.7 -5.6
C 1.026052 -3.114603 -1.423592 -3.9 0.0 3.1
C -1.412956 -1.279696 1.673781 -5.9 -2.0 6.5
C 2.483217 -2.372081 0.588442 -5.3 3.0 1.9
C 1.835181 1.341615 -0.565549 -0.4 2.8 -3.3
C 4.088770 0.202428 -0.936726 -0.6 7.9 4.1
C -3.100598 2.959527 -0.579727 1.0 -4.1 -2.4
C 6.879308 0.517070 -0.109003 3.3 1.0 -1.8
C 0.215256 -1.298471 0.089172 -2.8 6.7 1.2
C -0.185244 -3.867472 -0.674617 5.5 -3.1 2.5
C 4.717461 1.471750 -0.255607 -1.7 0.2 -1.5
H 0.418331 -2.792506 -2.249308 0.6 0.7 -1.2
H 2.825082 -1.470749 -2.278931 2.5 -2.1 -1.7
H -1.542705 1.699048 3.019284 -2.9 -5.8 8.8
H -1.800927 -3.672431 0.591445 -6.7 -6.1 6.0
H -6.449984 0.104894 -2.363475 -1.0 2.8 2.0
H 1.859971 3.655721 0.070829 1.7 -3.4 -1.5
H 0.330437 -4.369259 0.245660 -0.3 -0.2 -1.7
H 0.605484 -0.426055 0.790553 -0.8 -1.6 -1.3
H -7.170204 1.756844 -1.836138 -7.1 9.2 -5.5
H 7.976557 0.816647 0.120237 -1.9 -0.8 0.1
H -3.890906 -2.295522 1.125279 -0.6 2.6 -2.0
H -1.053458 -0.661683 2.611788 0.6 -1.3 -2.3
H -0.252901 -0.615928 -0.853507 -0.1 -1.8 2.3
H 1.339095 -0.486839 -2.319517 0.1 -1.4 -0.3
H 2.996274 -0.613355 0.929187 -0.1 0.1 1.8
H -0.278986 2.538917 2.420569 -1.8 -1.0 -0.5
H 6.904263 0.249871 -1.166294 0.1 0.2 -0.5
H -3.456586 2.932154 -1.691890 0.8 0.3 2.2
H 4.800701 -0.500085 -0.746388 1.0 -3.1 -0.8
H 4.392811 3.435100 0.496572 -0.8 0.0 -0.6
H -5.793108 -0.897877 -0.196092 -0.2 0.1 0.0
H 6.584183 -0.430288 0.300336 -0.6 0.1 1.5
H -2.116364 2.925063 2.198985 1.9 -1.8 -0.7
H 0.760126 1.563407 -1.029960 2.1 -1.4 1.5
H -2.078790 -2.196231 2.395575 1.6 2.4 -1.5
H -7.261485 0.711450 -0.664727 1.0 0.2 -0.9
H 1.850040 -3.791389 -1.721638 -0.5 0.5 0.5
H -3.726372 3.416230 0.043266 -2.3 3.5 1.9
H -0.487475 -4.599506 -1.355866 -1.0 -1.4 -0.7
H -2.028597 3.145896 -0.420383 -0.6 0.3 -0.3
H 1.836279 -3.114785 1.091356 1.6 -0.2 0.1
H -1.793388 -2.607898 -0.837518 0.0 -1.2 2.0
H 3.308788 -2.582727 0.003048 1.9 -0.9 -0.5
```
Positions in Å, forces in eV/Å.

Summary:
- relative energy (zero: lowest compared OMol25 entry of this formula, charge and spin) (kJ/mol) = 1993.0
- gap between HOMO and LUMO (eV) = 8.52
- LUMO (eV) = 0.5032
- total charge = 0
- largest force on an atom (eV/Å) = 17.68
- calculated total energy (hartree) = -1289.26782

---

[2]
The following is a DFT calculation (ωB97M-V with the def2-TZVPD basis set) of a structure of composition C24H34Al2BBr3Cl2F3GaN3O20S2.

```
95
Properties=species:S:1:pos:R:3:forces:R:3
Br 9.308337 1.312816 2.559013 -0.1 0.1 0.1
Br 9.816872 -1.804887 2.130459 0.1 0.0 0.0
Br 10.583156 0.290409 -0.129606 0.2 -0.1 -0.1
Ga -3.362231 -3.311747 -0.295346 1.0 -0.2 0.0
Cl -10.358265 -1.731389 -5.430677 0.0 0.0 0.0
Cl -8.840250 -2.395157 -2.491889 -0.2 0.0 0.0
S 7.911335 3.198963 -2.434497 0.2 -0.3 0.4
S -4.136731 -3.031047 1.884586 0.8 -0.6 -0.1
Al 1.243786 -0.794666 -0.560394 2.2 0.1 -0.8
Al -5.914573 -1.230554 -4.204392 -0.4 0.3 0.1
F 6.892494 -0.367138 -0.784905 -0.2 0.4 0.1
F 7.075860 -2.602732 -0.600296 0.0 -0.2 0.1
F -5.680557 -3.416715 1.843005 -0.4 0.3 0.0
O 3.810312 -2.077113 -3.401546 -0.2 0.0 -0.1
O 8.778781 4.662343 4.432760 0.1 -0.2 -0.2
O 7.281349 5.458602 5.699697 -0.1 0.0 0.0
O 6.836045 2.193948 -2.442029 -0.2 0.1 -0.2
O 5.105036 -1.771815 -1.598328 0.3 0.3 -0.3
O -3.992826 -1.701375 2.397994 -0.6 0.8 -0.1
O -10.187542 1.797818 2.508671 -0.2 0.1 -0.1
O 3.767792 6.267702 -0.263050 0.2 0.1 0.0
O 6.366395 -1.858827 -4.828736 -0.2 0.0 -0.1
O -7.979901 1.782818 2.956171 0.1 0.0 0.1
O 7.177249 -1.620808 -2.750522 -0.2 0.1 0.1
O -4.865006 -3.562652 -1.590680 -1.1 2.3 -0.3
O -9.111774 -0.131668 2.959552 0.1 0.0 -0.1
O 1.052812 -3.843106 1.681396 0.5 -0.1 1.3
O 8.550713 6.757883 4.604305 0.1 0.1 -0.1
O 1.526361 2.039094 2.243729 0.2 0.0 0.2
O -3.530207 -4.056399 2.665866 0.1 -0.6 0.2
O -6.367887 2.200957 -4.819895 0.0 -0.1 0.1
O 4.946535 5.224167 2.026943 0.3 0.0 0.3
O 0.572443 2.869446 -0.168647 -0.2 -0.1 -0.3
N -0.414409 -2.576984 0.528680 1.7 1.9 -0.9
N -6.123605 -1.565743 -2.169669 0.6 0.2 -0.7
N 8.202828 5.630141 4.916763 -0.2 0.1 0.0
C 3.329694 5.294097 0.298529 -0.2 -0.1 0.0
C -7.100253 0.786094 3.500485 0.0 0.1 -0.1
C -2.287702 -1.662392 -0.786260 -0.7 -0.6 0.4
C 3.255333 3.598703 2.155860 0.1 0.0 0.0
C 9.372148 -0.142424 1.303916 -0.2 0.0 0.0
C -7.714355 -0.493716 2.978831 0.1 -0.1 0.1
C -0.540296 -1.541582 1.610133 -0.6 -0.3 0.2
C 2.062890 2.957720 1.660443 -0.1 0.1 -0.1
C -0.863812 -2.144830 -0.787071 -0.9 -0.7 0.1
C 2.187705 4.579159 -0.242726 -0.1 -0.1 0.0
C 0.783546 -3.377401 0.624683 -0.7 -0.3 -0.3
C -7.463884 -1.721924 3.807883 -0.3 -0.1 0.2
C -10.850859 -2.968239 -4.241424 0.0 0.0 0.0
C -5.499206 -2.518857 -1.884868 0.9 -2.3 1.0
C 3.947592 4.737647 1.565974 -0.4 -0.1 -0.3
C 1.653463 -3.703976 -0.564843 -0.6 -0.2 -0.5
C 1.511251 3.437347 0.341492 0.4 0.2 0.2
C 8.270787 3.624106 -0.728094 0.0 0.2 0.1
C 4.870950 -1.902925 -2.880171 -0.5 0.0 0.4
C 6.245545 -1.791312 -3.644902 0.5 0.0 -0.2
C -9.197325 1.208909 2.781909 0.2 -0.2 0.0
C -0.203983 -0.089836 1.283961 -0.8 -0.4 -0.4
C -10.591434 -2.520657 -2.828719 -0.1 0.0 0.0
C 9.453067 2.426060 -2.892031 0.1 0.1 -0.3
B 6.593953 -1.584227 -1.368783 0.3 -0.2 0.3
H 1.824160 4.965981 -1.191206 -0.1 -0.1 0.0
H -7.409937 -0.671554 1.942571 0.0 0.1 0.0
H -1.568676 -1.537222 1.942155 -0.3 0.0 0.2
H -6.425006 -2.025810 3.722127 0.1 0.1 0.0
H 1.229214 -3.517088 -1.544723 -0.1 0.2 -0.2
H 7.397527 4.114950 -0.305517 0.0 0.0 0.0
H -0.190113 -1.373445 -1.309394 -1.1 -0.4 -0.3
H 9.122294 4.301940 -0.706285 0.0 0.0 -0.1
H 1.844512 -4.765784 -0.504501 0.1 -0.3 0.0
H 3.656012 3.166906 3.069303 0.1 0.1 0.0
H -2.494188 -4.600695 -0.367386 -0.3 -0.2 -0.1
H 9.605701 1.591404 -2.206110 -0.1 -0.1 0.0
H -7.135786 0.847362 4.589954 0.0 -0.1 0.0
H 10.248758 3.163369 -2.793073 0.0 0.1 0.0
H 8.488677 2.697135 -0.191592 0.0 -0.1 -0.1
H -6.082375 0.951684 3.158768 0.0 0.1 -0.1
H -2.604843 -1.340507 -1.767893 0.1 0.4 -0.3
H 8.389950 -0.246075 0.862535 0.0 0.0 -0.1
H -10.312591 -3.882293 -4.473543 0.0 0.0 0.0
H -11.914968 -3.144082 -4.380371 0.0 0.1 0.0
H -2.481170 -0.917378 -0.030952 -0.1 0.5 0.0
H -0.831534 -3.000607 -1.448037 0.4 -0.1 -0.3
H -8.090065 -2.547369 3.472770 0.0 0.0 -0.1
H -7.698429 -1.548927 4.858679 0.0 0.1 0.0
H 0.039203 -1.855310 2.461787 0.3 -0.4 0.1
H -6.295361 2.828550 -4.094148 0.0 0.0 0.0
H 0.806642 0.119750 0.920775 0.0 0.5 1.2
H -0.889787 0.351449 0.565251 -0.1 0.1 -0.3
H 2.611819 -3.205765 -0.505680 0.3 0.2 0.2
H -7.064228 2.559822 -5.379010 0.0 0.0 -0.1
H -0.298600 0.508471 2.173189 0.1 0.2 0.4
H -11.031723 -1.548927 -2.628071 0.0 0.1 0.0
H -11.004938 -3.243100 -2.128634 0.1 -0.1 0.0
H 9.394345 2.083019 -3.922391 -0.1 0.0 0.0
```
Positions in Å, forces in eV/Å.

Summary:
- gap between HOMO and LUMO (eV) = 1.55
- LUMO (eV) = -9.5781
- total charge = +1
- largest force on an atom (eV/Å) = 2.71
- calculated total energy (hartree) = -14776.25529

---

Among the records above, which one has the highest largest force on an atom?
C24H33NO4

---

Which of these has the highest gap between HOMO and LUMO?
C24H33NO4

---

Which value of LUMO does entry 2 give?
-9.5781 eV

---

Number 1 is which compound?
C24H33NO4